a) Density functional theory data (ωB97M-V with the def2-TZVPD basis set) for one molecule with the formula C9H16N2O.

Geometry as XYZ:
```
28
C9H16N2O, DFT ωB97M-V with the def2-TZVPD basis set
C -0.0545 -2.4125 -0.3834
C 1.1397 -1.9982 -0.0206
C -1.1708 -1.9051 0.3114
C 0.1503 1.2847 0.4262
C -1.1285 0.5443 -0.0269
C 1.4626 0.4575 0.0214
C -2.3163 1.2943 0.6635
C -1.2811 0.3738 -1.5052
C 2.6026 1.0928 0.7332
N 1.1681 -0.8369 0.7578
N -1.0156 -0.6514 0.8846
O 1.8008 0.2993 -1.3556
H -0.1480 -3.1880 -1.1837
H 2.1312 -2.2972 -0.3996
H -2.1758 -2.0591 -0.1410
H -1.3805 -2.5592 1.2655
H 0.3401 2.3187 0.0733
H 0.2959 1.2742 1.5087
H -2.6708 2.0805 -0.0161
H -1.9156 1.8749 1.5087
H -3.1972 0.5867 1.1004
H -0.5609 -0.4068 -1.8934
H -0.9922 1.2892 -2.1476
H -2.3994 0.0167 -1.5824
H 3.0752 1.9394 0.2153
H 3.3828 0.3180 0.7762
H 2.3332 1.4980 1.7281
H 2.5246 -0.2286 -1.3191
```

- total charge = 0
- multiplicity = 1
- HOMO-LUMO gap (spin up / spin down) (eV) = 8.62 / 8.17

=====

b) Density functional theory data (ωB97M-V with the def2-TZVPD basis set) for a 2-piece molecular cluster, C9H16N2O overall.

Geometry as XYZ:
```
28
C9H16N2O, DFT ωB97M-V with the def2-TZVPD basis set
C -3.0410 0.7742 -0.5296
C -2.9087 0.7905 0.8443
C -1.9575 0.0930 -0.9989
C 0.2211 -1.8966 -1.0042
C 0.1581 -1.6605 1.5274
C 1.7577 1.1983 -1.3945
C 1.0532 1.6987 1.0402
C -0.0190 -1.0121 0.1438
C 1.6342 0.7369 0.0363
N -1.7846 0.1161 1.1551
N -1.2397 -0.2962 0.0430
O 2.7015 -0.0089 0.5918
H -3.8170 1.4038 -1.1649
H -3.4683 1.1953 1.5480
H -1.7515 -0.2190 -2.0813
H 0.4942 -1.2458 -1.8675
H -0.6684 -2.4733 -1.2923
H 1.0259 -2.7544 -0.7561
H 1.2058 -1.6885 1.8056
H -0.4222 -1.0377 2.2562
H -0.0893 -2.7435 1.7150
H 2.7916 1.4339 -1.8019
H 1.1788 2.0599 -1.7259
H 1.2519 0.4063 -2.0517
H 1.7264 2.5956 1.2250
H 1.1625 1.2167 2.0186
H 0.1464 2.0119 0.7496
H 2.6578 -0.6947 -0.0309
```

- total charge = 0
- multiplicity = 1
- HOMO-LUMO gap (eV) = 8.04

=====

c) Density functional theory data (ωB97M-V with the def2-TZVPD basis set) for a 2-piece molecular cluster, C9H16N2O overall.

Geometry as XYZ:
```
28
C9H16N2O, DFT ωB97M-V with the def2-TZVPD basis set
C -3.7986 -0.0765 0.7427
C -4.4738 -0.9784 -0.0091
C -3.8070 0.5122 -1.3546
C 0.1053 -0.3464 -0.3230
C 1.1825 -0.8064 0.6750
C 2.6106 -0.7964 0.1398
C 3.1600 -1.8123 -0.5269
C 3.4301 0.4675 0.3681
C 2.8688 1.7447 -0.2611
H -3.1725 0.7908 2.3378
H -4.8727 -1.9242 0.3171
H -3.5308 1.0580 -2.2478
H -2.9513 1.7658 0.1413
H 0.0147 -1.0019 -1.1904
H -0.8741 -0.2931 0.1957
H 0.3080 0.6501 -0.7273
H 0.9258 -1.8340 1.0465
H 1.1423 -0.1392 1.5512
H 4.1407 -1.6906 -0.9900
H 2.6323 -2.7499 -0.6663
H 4.4457 0.2852 -0.0513
H 3.5816 0.6380 1.4431
H 1.9008 1.9989 0.1407
H 3.5226 2.5958 -0.0235
H 2.8072 1.7278 -1.3438
N -4.4540 -0.6041 -1.3349
N -3.3945 0.9110 -0.1082
O -3.4495 -0.0923 2.0592
```

- total charge = 0
- structure (SMILES) = Oc1cnc[nH]1.C=C(CC)CC
- multiplicity = 1
- HOMO-LUMO gap (eV) = 8.68

=====

Tell me which of them is the most stable. Sure, it is c).

=====

a) Density functional theory data (ωB97M-V with the def2-TZVPD basis set) for one molecule with the formula C3H3N3.

Geometry as XYZ:
```
9
C3H3N3, DFT ωB97M-V with the def2-TZVPD basis set
N 0.3755 0.0949 -1.6969
C -0.0304 0.4855 0.9135
C -0.1687 0.4889 -0.5227
N -1.1751 1.0027 0.0255
C -0.2757 -0.7593 1.6248
N -0.4697 -1.7842 2.1273
H 1.3293 -0.2198 -1.6242
H -0.2013 -0.5079 -2.2638
H 0.6162 1.1992 1.4165
```

- total charge = 0
- structure (SMILES) = N#C[C@@H]1N=C1N
- multiplicity = 1
- HOMO-LUMO gap (eV) = 10.80

=====

b) Density functional theory data (ωB97M-V with the def2-TZVPD basis set) for one molecule with the formula C3H3N3.

Geometry as XYZ:
```
9
C3H3N3, DFT ωB97M-V with the def2-TZVPD basis set
C -0.7535 -0.0748 -0.0617
C 0.1830 1.0885 -0.0120
C 1.2814 -0.6867 -0.0610
H -2.3683 -0.8335 0.1386
H -0.0339 2.1453 0.1649
H 2.1979 -1.2426 -0.0991
N -2.0362 0.0995 -0.0738
N 1.4151 0.7013 -0.0344
N 0.1146 -1.1970 0.0385
```

- total charge = 0
- structure (SMILES) = [H]/N=C1/C=NC=N1
- multiplicity = 1
- HOMO-LUMO gap (eV) = 9.51

=====

Tell me which of them is the most stable. Sure, it is b).

=====

a) Density functional theory data (ωB97M-V with the def2-TZVPD basis set) for one molecule with the formula C3H3N3.

Geometry as XYZ:
```
9
C3H3N3, DFT ωB97M-V with the def2-TZVPD basis set
C 0.3845 -0.4236 -0.6228
C 1.1130 -0.2050 0.5797
C -0.8623 -0.1073 -0.6437
H 0.6428 -0.8911 -1.6676
H 2.1178 -0.6880 0.9623
H -1.4419 -0.0385 -1.6597
N 0.4224 0.6375 1.3593
N -0.8112 1.0571 1.3436
N -1.5651 0.6589 0.3489
```

- total charge = 0
- structure (SMILES) = c1cnnnc1
- multiplicity = 1
- HOMO-LUMO gap (eV) = 9.14

=====

b) Density functional theory data (ωB97M-V with the def2-TZVPD basis set) for one molecule with the formula C3H3N3.

Geometry as XYZ:
```
9
C3H3N3, DFT ωB97M-V with the def2-TZVPD basis set
C 1.8067 -0.6501 0.0350
C -1.0291 0.9460 -0.0779
C -1.9779 -0.1336 -0.1284
H 2.2533 -1.6005 0.1229
H 2.4233 0.2513 0.5127
H -1.5117 1.9346 0.2220
N 0.5218 -0.5257 -0.4391
N 0.2194 0.8055 -0.2217
N -2.7060 -1.0276 -0.0255
```

- total charge = 0
- structure (SMILES) = C=N/N=C\C#N
- multiplicity = 1
- HOMO-LUMO gap (eV) = 9.94

=====

c) Density functional theory data (ωB97M-V with the def2-TZVPD basis set) for a 3-piece molecular cluster, C3H3N3 overall.

Geometry as XYZ:
```
9
C3H3N3, DFT ωB97M-V with the def2-TZVPD basis set
C -1.0364 -1.4345 -0.2268
C -0.7565 1.1484 1.0302
N -0.1711 2.1420 1.1087
N 2.2426 1.7212 -0.4346
N 2.0871 0.6671 -0.7052
C 0.0662 -1.3432 -0.7022
H -2.0055 -1.8472 -0.0141
H -1.4407 0.3366 1.1456
H 1.0143 -1.3904 -1.2015
```

- total charge = 0
- structure (SMILES) = C#C.C#N.N#N
- multiplicity = 1
- HOMO-LUMO gap (eV) = 12.00

=====

Tell me which of them is the most stable. Sure, it is c).

=====

a) Density functional theory data (ωB97M-V with the def2-TZVPD basis set) for one molecule with the formula C5H8N2S2.

Geometry as XYZ:
```
17
C5H8N2S2, DFT ωB97M-V with the def2-TZVPD basis set
C -0.4904 -0.3040 1.2886
C 0.5892 -0.9974 0.8496
C 0.4875 0.6803 -0.3710
C 2.1908 -1.0156 -0.9937
C -1.7012 1.6245 0.1082
N -0.5286 0.8552 0.5323
N 1.2220 -0.3882 -0.1731
S -3.1940 -0.9708 0.7112
S -3.1556 0.5661 -0.4572
H -1.0743 -0.4257 2.1839
H 0.9470 -1.9571 1.0425
H 1.7082 -1.7812 -1.5491
H 2.5594 -0.3678 -1.6767
H 3.2220 -1.2817 -0.5363
H -2.0843 2.1994 0.8648
H 0.6592 1.2700 -1.2364
H -1.3568 2.2941 -0.5876
```

- total charge = 0
- multiplicity = 1
- HOMO-LUMO gap (eV) = 5.94

=====

b) Density functional theory data (ωB97M-V with the def2-TZVPD basis set) for C5H8N2S2 as an isolated structure.

Geometry as XYZ:
```
17
C5H8N2S2, DFT ωB97M-V with the def2-TZVPD basis set
C 1.3864 3.4891 -1.2400
C 0.1367 2.0426 -0.2938
C -1.4129 -0.8026 0.2201
C 1.1472 -0.9368 0.7237
C 0.0159 -0.6355 -0.1801
N 1.0865 2.2441 -1.2780
N -0.1979 2.9924 0.4586
S 0.5959 4.3757 0.0096
S 0.3418 -0.8590 -1.8470
H 2.3330 3.9895 -1.6351
H -2.0062 -0.4972 -0.6672
H -1.7439 -0.2764 1.1725
H -1.6535 -1.9099 0.2928
H 2.0302 -0.7240 0.1421
H 1.0900 -2.1334 0.8751
H 1.1242 -0.4238 1.6976
H -0.9935 -0.7070 -2.1326
```

- total charge = 0
- multiplicity = 1
- HOMO-LUMO gap (spin up / spin down) (eV) = 6.64 / 7.96

=====

Tell me which of them is the most stable. Sure, it is a).